[1]
15
Properties=species:S:1:pos:R:3:forces:R:3:mulliken_spin:R:1 method="wB97M-V/def2-TZVPD" relative_energy_kj_mol=216.4 charge=+1 multiplicity=3 energy_ev=-7261.217
C -0.354 0.285 1.106 4.6 6.8 1.0 0.64
C 0.367 1.013 0.043 3.4 -0.7 0.5 -0.01
C 0.533 -0.486 -0.506 -0.2 2.5 -0.7 0.00
C 0.329 -0.847 -1.944 2.1 -0.5 1.0 0.05
N -0.420 -0.853 0.522 -1.6 -8.1 -2.1 0.70
N -1.016 0.863 2.061 -4.5 0.9 5.1 0.57
H -0.196 1.679 -0.550 -0.8 0.8 -1.0 0.03
H 1.449 1.466 0.256 -2.4 -0.7 -0.2 0.03
H 1.558 -0.674 -0.214 0.3 -0.8 0.6 0.07
H -0.659 -1.064 -2.090 -2.5 -0.3 -1.0 -0.01
H 0.925 -1.710 -2.081 0.2 -1.6 -0.4 0.00
H 0.798 -0.216 -2.674 -0.3 1.1 0.0 0.00
H -0.741 -1.739 0.987 0.6 0.6 -1.1 -0.02
H -0.989 1.856 2.261 0.4 0.1 -0.7 -0.02
H -1.584 0.427 2.823 0.7 -0.1 -1.2 -0.03

=====

[2]
16
Properties=species:S:1:pos:R:3:forces:R:3:lowdin_charge:R:1 method="wB97M-V/def2-TZVPD" relative_energy_kj_mol=303.3 charge=+1 energy_ev=-9312.872
C -3.284 0.458 -0.355 -1.1 1.0 -1.1 -0.02
C 4.220 0.397 0.230 3.3 -3.3 -0.8 0.09
C -2.164 0.120 0.453 1.5 -3.1 -1.3 -0.14
C 1.952 -0.195 -0.416 -3.1 -1.3 -0.8 -0.34
N -1.485 -0.977 0.480 0.9 0.4 1.2 0.20
N 3.200 -0.111 -0.216 0.9 -0.9 0.7 0.11
O 1.064 -0.646 0.325 0.6 0.4 1.3 -0.05
H -3.833 -0.410 -0.716 -0.3 0.2 0.1 0.10
H -3.852 1.185 0.252 -0.4 -0.4 -0.6 0.11
H 4.249 1.377 0.467 0.2 3.3 1.2 0.06
H 5.224 -0.213 0.253 -2.0 1.1 0.0 0.15
H -1.715 0.839 0.994 1.4 2.8 1.8 0.11
H 1.621 -0.098 -1.426 0.3 0.7 -1.3 0.14
H -0.419 -0.947 0.906 -2.5 -0.3 -1.5 0.16
H -1.864 -1.815 0.036 0.5 0.2 0.0 0.15
H -2.914 1.038 -1.267 -0.3 -0.6 1.2 0.15

=====

[3]
16
Properties=species:S:1:pos:R:3:forces:R:3:lowdin_charge:R:1 method="wB97M-V/def2-TZVPD" relative_energy_kj_mol=291.0 charge=+1 smiles="C[C@@H](N)C=[N+]=CO" energy_ev=-9312.999
C -1.856 0.384 -0.451 -1.4 -0.7 -1.7 -0.05
C -0.925 0.114 0.716 0.4 -1.5 0.5 -0.38
N -0.393 -1.258 0.409 -0.7 -1.5 1.5 0.01
C 0.088 1.154 0.421 -2.4 1.8 2.3 -0.03
N 1.166 0.870 -0.095 1.7 0.5 0.4 0.19
C 2.069 0.145 -0.561 1.3 -1.5 -1.8 -0.13
O 3.044 -0.451 0.107 -1.2 1.1 0.6 0.16
H -1.368 0.963 -1.276 -0.6 -0.3 0.7 0.10
H -2.863 0.764 -0.226 0.6 0.3 0.1 0.10
H -2.017 -0.622 -0.890 -0.1 0.7 0.0 0.10
H -1.452 0.218 1.712 0.9 0.2 -1.0 0.17
H 0.272 -1.783 1.053 -0.8 1.8 -0.5 0.12
H -1.241 -1.863 0.538 1.0 0.6 -0.6 0.10
H -0.294 2.225 0.650 1.2 -1.6 -0.6 0.20
H 2.062 0.011 -1.653 0.0 0.0 0.3 0.18
H 3.708 -0.872 -0.454 -0.1 0.1 -0.3 0.15

=====

[4]
16
Properties=species:S:1:pos:R:3:forces:R:3:lowdin_charge:R:1 method="wB97M-V/def2-TZVPD" relative_energy_kj_mol=314.3 charge=+1 energy_ev=-9312.759
C 1.899 1.045 -0.036 0.3 -1.8 3.8 0.03
C 1.137 0.039 -0.451 -0.7 0.3 3.8 -0.16
C -1.601 0.433 0.075 4.1 -0.7 1.1 -0.28
C 0.145 -0.647 0.429 -1.6 3.7 -4.1 -0.14
N -1.223 1.725 0.044 -4.2 -2.9 0.0 0.22
N -0.386 -1.893 -0.063 -0.3 0.5 -0.9 0.17
O -2.501 -0.348 0.026 -0.2 1.0 -0.2 0.10
H 2.602 1.417 -0.662 1.7 1.5 -2.1 0.03
H 2.238 1.144 1.063 -1.4 0.3 -1.6 0.13
H 1.190 -0.233 -1.422 -0.2 -0.8 -3.3 0.08
H 0.318 -0.567 1.438 0.2 -0.3 2.3 0.11
H -0.266 1.893 0.053 1.9 0.7 0.0 0.05
H -1.976 2.398 0.013 0.4 0.5 -0.1 0.15
H -1.439 -1.797 0.080 0.4 -0.4 -0.4 0.15
H 0.021 -2.599 0.512 0.0 -1.4 0.0 0.16
H -0.157 -2.011 -1.097 -0.5 -0.1 1.7 0.21